(1)
The molecule C20H21N3O4 at a distorted geometry. Source: the OMol25 dataset; level of theory: ωB97M-V/def2-TZVPD.

Geometry (Å):
C 6.1435 -2.6098 0.3552
H 5.8945 -3.0667 -0.6684
O 6.1043 -1.1217 0.2402
C 4.7409 -0.7130 0.1022
C 3.5707 -1.6444 -0.1217
C 2.2262 -0.9846 -0.0365
C 2.0637 0.3653 0.0626
C 3.2539 1.3111 -0.1378
C 4.5116 0.7427 -0.0005
O 5.5993 1.5918 0.1679
C 6.8550 1.4738 0.0508
H 6.9834 0.8206 -0.9975
H 7.4783 2.0377 -0.1131
H 7.2902 0.7672 0.9128
O 3.2518 2.6349 -0.1581
C 1.9478 3.2685 -0.0007
H 2.2797 4.2033 -0.0603
H 1.3321 3.0028 0.8017
H 1.6083 3.1581 -1.1241
H 1.1342 0.9523 -0.0762
C 1.0738 -1.7506 -0.2892
N -0.1719 -1.1697 -0.1704
N -1.1043 -1.9808 -0.3832
C -2.4480 -1.6058 -0.4430
O -3.2865 -2.2816 -0.9900
C -2.4331 -0.1226 -0.6407
C -3.9251 0.0946 -0.7957
C -4.4999 0.8934 -1.9625
N -5.9402 0.9527 -1.5829
C -6.1108 0.6493 -0.3227
C -7.3268 0.8819 0.2625
C -7.3527 0.3661 1.5109
C -6.1171 -0.0194 2.2695
C -4.9846 -0.2688 1.5327
C -4.9817 0.1694 0.2165
H -4.0210 -0.2948 2.0714
H -6.1545 -0.3440 3.1171
H -8.2331 0.4592 2.4829
H -8.2628 1.1609 -0.1454
H -6.6382 1.4407 -2.2831
H -4.0319 0.8201 -2.7426
H -2.2389 0.3041 0.5452
H -1.9973 0.1936 -1.4165
H -1.0004 -3.2497 -0.3982
H 1.1866 -2.7687 -0.2483
H 3.7827 -2.6060 0.0388
H 7.2453 -2.8954 0.4143
H 5.7031 -3.2173 1.1542

Atomic forces in eV per Å
2.935 -0.474 -2.596
-0.222 0.757 1.463
-3.406 -2.483 0.817
-2.142 -0.118 -1.457
0.719 8.039 1.428
3.322 -0.525 -0.767
2.843 4.828 -1.774
-1.110 -3.640 1.942
3.055 -2.456 0.293
-7.767 3.390 1.201
-4.102 -18.110 0.436
0.511 0.842 2.203
9.915 12.748 -2.406
-0.477 1.308 -1.678
-1.140 -0.047 1.094
1.285 -2.629 -5.525
0.591 4.321 0.803
-0.736 -0.660 1.009
-0.914 -0.149 2.422
0.291 -1.300 0.357
-4.572 3.487 1.792
7.329 -0.887 -0.401
-4.245 -8.393 0.564
3.184 0.648 -4.222
-0.346 -1.352 1.646
-7.502 -1.311 11.057
-2.648 5.910 -2.958
-5.415 -3.956 14.166
2.351 2.838 -7.504
-1.944 1.194 -1.814
-1.115 -1.709 2.678
-0.402 0.315 7.290
-1.098 2.155 -11.822
0.709 2.101 1.669
3.562 -2.165 -0.224
-0.410 -0.975 -0.296
-0.809 -3.017 9.845
1.914 -0.127 -3.865
-0.314 0.626 -0.996
1.823 -1.471 2.558
3.945 0.031 -9.264
0.354 -0.428 -3.725
4.266 2.462 -5.391
-0.012 4.741 -0.026
-0.228 -2.671 -0.491
0.042 -3.746 0.180
-1.184 0.872 0.132
-0.686 1.185 0.155

Its spin multiplicity is 1. As for the gap between HOMO and LUMO: 7.20 eV. The SMILES is COc1cc(/C=N/NC(=O)Cc2c[nH]c3ccccc23)cc(OC)c1OC. The energy relative to the best compared isomer or geometry (same formula, charge and spin) comes out at 18.747 eV. The HOMO energy is -7.42 eV.

For reference, the Löwdin charges in units of e are:
1 C -0.079
2 H 0.111
3 O -0.133
4 C -0.093
5 C 0.074
6 C -0.249
7 C 0.040
8 C -0.194
9 C -0.091
10 O -0.042
11 C -0.151
12 H 0.163
13 H -0.060
14 H 0.144
15 O -0.058
16 C -0.011
17 H 0.040
18 H 0.083
19 H 0.152
20 H 0.101
21 C -0.055
22 N 0.037
23 N -0.054
24 C -0.459
25 O 0.095
26 C -0.057
27 C -0.107
28 C 0.092
29 N 0.057
30 C -0.340
31 C -0.040
32 C -0.063
33 C -0.058
34 C -0.021
35 C -0.177
36 H 0.122
37 H -0.015
38 H 0.173
39 H 0.104
40 H 0.207
41 H -0.006
42 H 0.200
43 H 0.043
44 H 0.280
45 H 0.081
46 H 0.025
47 H 0.100
48 H 0.088



(2)
A cluster of 4 separate species, C4H4Cl12 in total at a distorted geometry. Source: the OMol25 dataset; level of theory: ωB97M-V/def2-TZVPD.

Geometry (Å):
C -4.1120 -1.5234 -2.0401
Cl -3.8112 -1.7483 -3.7809
Cl -4.4596 -3.0952 -1.2895
Cl -5.3898 -0.3821 -1.7208
H -3.2888 -0.9531 -1.6097
C -0.4443 -1.3532 -0.0321
Cl -1.1950 -2.7245 -0.8864
Cl 0.7575 -2.0078 1.1946
Cl -1.6707 -0.3722 0.8360
H 0.2072 -0.7863 -0.6972
C 3.0807 0.1378 3.0816
Cl 2.4538 -0.2486 4.6680
Cl 4.7996 0.4270 3.1661
Cl 2.1328 1.4528 2.4113
H 2.8738 -0.6852 2.3975
C 1.6423 2.7003 -1.0246
Cl 0.6115 4.1856 -0.7369
Cl 3.1716 3.2171 -1.7331
Cl 0.8489 1.6001 -2.1134
H 1.7916 2.1590 -0.0905

Atomic forces in eV per Å
0.140 0.223 -0.155
-0.043 0.121 0.376
0.202 0.513 -0.072
-0.960 0.275 -0.139
0.430 -1.120 -0.027
0.458 -0.786 1.059
0.472 0.722 0.282
-0.671 0.250 -0.529
0.715 -0.363 -0.766
-0.705 0.187 -0.020
-0.439 -0.622 -0.285
-0.118 -0.255 0.342
0.169 0.233 -0.216
0.030 0.701 -0.180
0.323 -0.042 0.355
-0.249 1.021 0.072
0.553 -1.071 0.032
0.044 -0.102 0.319
-0.465 -0.377 -0.338
0.113 0.492 -0.109

Its spin multiplicity is 1. As for the gap between HOMO and LUMO: 11.34 eV. The SMILES is ClC(Cl)Cl.ClC(Cl)Cl.ClC(Cl)Cl.ClC(Cl)Cl. The energy relative to the best compared isomer or geometry (same formula, charge and spin) comes out at 0.482 eV. The HOMO energy is -11.16 eV.

For reference, the Löwdin charges in units of e are:
1 C -1.593
2 Cl 0.512
3 Cl 0.498
4 Cl 0.545
5 H -0.049
6 C -1.424
7 Cl 0.540
8 Cl 0.488
9 Cl 0.527
10 H -0.031
11 C -1.604
12 Cl 0.540
13 Cl 0.560
14 Cl 0.555
15 H -0.040
16 C -1.522
17 Cl 0.474
18 Cl 0.529
19 Cl 0.553
20 H -0.057



(3)
The ion C7H13N2O2S with charge +1 at a distorted geometry. Source: the OMol25 dataset; level of theory: ωB97M-V/def2-TZVPD.

Geometry (Å):
C -2.4873 2.5718 1.2238
C -1.8555 1.8530 0.3063
C 0.1496 0.8200 -0.6348
C 0.0129 -0.3815 0.0577
C -0.4803 -1.7066 2.0248
C -0.4159 2.1087 -0.0506
C 2.6772 -2.6347 -1.1722
N 0.6218 0.7323 -1.9017
N -0.4316 -0.4808 1.3153
O 0.9653 -0.4156 -2.3279
O 0.8124 1.6816 -2.5701
S 2.8493 -1.3000 -2.1428
H -3.4679 2.4291 1.7556
H -2.0101 3.3017 1.9129
H -2.3229 1.2121 -0.4462
H -1.3075 -1.7773 2.5833
H -0.4040 -2.6194 1.3346
H 0.4711 -1.6268 2.5982
H -0.3942 2.8486 -0.8500
H 0.1700 2.6649 0.7484
H 0.3727 -1.3289 -0.3355
H 3.0015 -2.6552 -0.0191
H 2.2931 -3.5604 -1.6298
H -1.1141 0.2353 1.4121
H 2.2945 -1.9719 -3.1922

Atomic forces in eV per Å
-0.898 0.023 2.900
-0.201 1.145 -0.432
-1.063 -0.383 2.497
1.009 -0.521 0.630
4.510 -1.306 -2.034
0.748 0.701 -0.553
1.428 0.793 1.276
0.698 -0.605 0.815
-0.389 1.131 -3.217
-0.750 -1.113 -0.898
0.186 2.333 -1.540
-0.288 -2.761 1.280
0.401 -0.281 -1.817
0.593 -0.474 -0.992
-0.422 -0.124 0.685
-2.884 -0.274 2.294
-0.182 1.337 0.853
-0.929 -0.974 0.380
-0.088 -0.038 -0.304
-0.471 -1.338 -0.586
0.021 0.319 -0.307
-0.725 0.292 -2.973
-0.005 0.620 0.503
-0.754 0.813 1.480
0.454 0.688 0.060

Its spin multiplicity is 1. As for the gap between HOMO and LUMO (spin up / spin down): 7.30 / 7.30 eV. The energy relative to the best compared isomer or geometry (same formula, charge and spin) comes out at 7.403 eV. The HOMO energy (spin up / spin down) is -12.51 / -12.51 eV. Its net charge is +1.

For reference, the Löwdin charges in units of e are:
1 C 0.025
2 C -0.219
3 C -0.161
4 C -0.001
5 C -0.038
6 C -0.121
7 C -0.322
8 N -0.364
9 N -0.004
10 O -0.277
11 O 0.157
12 S 1.087
13 H 0.086
14 H 0.081
15 H 0.128
16 H 0.052
17 H 0.126
18 H 0.115
19 H 0.119
20 H 0.156
21 H 0.115
22 H 0.102
23 H 0.043
24 H 0.100
25 H 0.017



(4)
The ion C6H9BrClN2 with charge +1 at a distorted geometry. Source: the OMol25 dataset; level of theory: ωB97M-V/def2-TZVPD.

Geometry (Å):
C 0.9091 1.0629 1.3769
C 0.1418 0.0163 1.6682
C 1.0395 0.4606 -1.0949
C 1.2026 1.3363 -0.0864
C -0.5846 -0.5716 0.5372
C 0.2187 -0.9754 -0.6379
N -1.5715 0.4923 0.2575
N -0.5612 -1.4064 -1.7043
Cl 2.0980 2.7431 -0.5135
Br 1.6532 -2.3621 0.0951
H 1.4570 1.7396 1.9980
H 0.0601 -0.2419 2.7506
H 1.5020 0.5828 -1.9867
H -1.2667 -1.4123 0.7472
H -2.0737 0.1686 -0.6170
H -2.2492 0.7052 1.0203
H -0.7888 -2.3076 -1.4286
H -0.0766 -1.4947 -2.5067
H -1.1097 1.4642 0.1251

Atomic forces in eV per Å
0.487 0.201 -2.481
1.608 0.589 2.635
-2.653 -3.062 5.148
0.461 -0.693 -0.391
-1.620 -1.566 1.826
3.983 4.225 -1.471
-1.463 2.393 -2.244
-1.486 1.001 3.199
0.029 0.511 0.473
-1.292 1.118 -0.629
0.001 -0.122 0.846
-0.392 -0.224 -1.200
0.981 0.121 -2.844
0.604 -0.052 0.602
0.264 0.941 0.806
0.475 -0.925 -0.460
-1.424 -2.427 0.050
2.038 -0.005 -3.493
-0.602 -2.024 -0.371

Its spin multiplicity is 1. As for the gap between HOMO and LUMO: 9.05 eV. The SMILES is N[C@@]1(Br)C=C(Cl)C=C[C@H]1[NH3+]. The energy relative to the best compared isomer or geometry (same formula, charge and spin) comes out at 0.999 eV. The HOMO energy is -13.19 eV. Its net charge is +1.

For reference, the Löwdin charges in units of e are:
1 C -0.063
2 C -0.082
3 C -0.027
4 C -0.689
5 C -0.386
6 C -0.676
7 N 0.195
8 N 0.105
9 Cl 0.741
10 Br 0.658
11 H 0.112
12 H 0.152
13 H 0.070
14 H 0.170
15 H 0.188
16 H 0.195
17 H 0.073
18 H 0.066
19 H 0.196



(5)
A cluster of 2 separate species, C2H4N2S in total at a distorted geometry. Source: the OMol25 dataset; level of theory: ωB97M-V/def2-TZVPD.

Geometry (Å):
C -1.4399 -0.2021 -0.2929
C -0.1201 -0.0011 -0.0954
N -2.6056 -0.1692 -0.5221
N 0.7750 -0.9747 -0.4235
S 0.3832 1.7173 -0.5834
H -0.0363 -0.0526 1.8534
H 1.7020 -0.6598 -0.4621
H 0.8548 -1.9746 -0.0157
H 0.4870 2.3167 0.5418

Atomic forces in eV per Å
-5.234 0.161 -0.828
1.416 1.864 -2.146
2.786 -0.438 0.848
0.755 -2.977 1.283
-0.226 -2.083 -1.632
0.259 -0.128 1.317
1.424 0.851 -0.191
-1.262 2.234 -0.685
0.083 0.515 2.034

Its spin multiplicity is 3. As for the gap between HOMO and LUMO (spin up / spin down): 8.14 / 8.07 eV. Its expectation value of S² is 2.014. The energy relative to the best compared isomer or geometry (same formula, charge and spin) comes out at 2.679 eV. The HOMO energy (spin up / spin down) is -7.53 / -10.09 eV.

For reference, the Löwdin charges in units of e are:
1 C -0.349
2 C -0.797
3 N 0.157
4 N 0.057
5 S 0.774
6 H 0.150
7 H 0.050
8 H 0.157
9 H -0.198



(6)
A cluster of 5 separate species, C27H53F6N2O5 in total at a distorted geometry. Source: the OMol25 dataset; level of theory: ωB97M-V/def2-TZVPD.

Geometry (Å):
C -0.9671 -2.4678 -3.0576
C 0.4479 -2.6488 -2.4946
C 0.7139 -1.8888 -1.2376
N 2.0309 -2.0508 -0.6136
C 3.1779 -1.7838 -1.6256
C 4.6069 -1.5598 -0.9536
C 4.4929 -0.4758 0.0364
C 3.4239 -0.8148 1.1434
C 2.1129 -1.1608 0.5774
C 2.2409 -3.4938 -0.0916
H -1.5931 -3.0558 -2.7576
H -0.9591 -2.9098 -4.0736
H -1.3861 -1.3248 -3.0416
H 1.0559 -2.4748 -3.3416
H 0.5819 -3.7038 -2.0996
H -0.0081 -2.0498 -0.3546
H 0.6579 -0.7558 -1.4676
H 2.8379 -1.1148 -2.2396
H 3.3649 -2.5628 -2.2836
H 5.4379 -1.3848 -1.8476
H 5.0379 -2.5358 -0.6576
H 4.1679 0.6262 -0.3066
H 5.4389 -0.2828 0.5484
H 3.2209 0.1152 1.7404
H 3.5299 -1.4438 1.8474
H 1.8929 -0.1008 0.2994
H 1.2389 -1.4168 1.3614
H 3.1169 -3.5608 0.4254
H 2.2549 -3.9278 -0.8646
H 1.2899 -3.7918 0.6134
C 0.0989 -2.5338 4.1824
C -1.4861 -2.1408 3.9744
C -1.8281 -2.4458 2.5094
N -3.2731 -2.2628 2.1984
C -3.7641 -0.8618 2.3594
C -5.2381 -0.6308 1.7524
C -5.4671 -1.1568 0.2894
C -4.6351 -2.4248 0.0454
C -3.3141 -2.5868 0.7684
C -4.0921 -3.3008 2.9544
H 0.5249 -2.3548 5.1654
H 0.4949 -2.0538 3.5464
H 0.2249 -3.5938 3.9934
H -1.8721 -0.9608 4.3004
H -1.9801 -2.6848 4.7854
H -1.5871 -3.4008 2.1774
H -1.3171 -1.6568 1.9344
H -3.0571 0.0552 2.0764
H -4.0391 -0.6978 3.2274
H -5.6371 0.4942 1.9634
H -5.8681 -1.4218 2.1714
H -5.1461 -0.6178 -0.4526
H -6.6111 -1.4388 0.1684
H -4.4261 -2.7368 -0.9526
H -5.2561 -3.3618 0.3184
H -2.7101 -2.0538 0.2854
H -2.8611 -3.6568 0.6184
H -5.0531 -3.3418 2.4804
H -4.2731 -3.1158 4.0024
H -3.6141 -4.2588 2.6984
C -0.5241 1.0282 1.7174
O -0.7671 0.2912 0.4434
H -0.3451 2.0202 1.5584
H 0.3359 0.5862 2.0284
H -1.2911 0.8832 2.3734
C 1.6289 7.4542 -1.2946
C 2.4659 6.2062 -1.5416
O 2.1849 5.3772 -0.4396
C 3.0459 4.5662 0.1824
O 4.2809 4.5122 0.0274
C 2.3319 3.5542 1.0994
F 2.9649 3.2372 2.1694
F 1.1159 4.1342 1.4974
F 2.1709 2.4352 0.3344
H 1.6789 7.8852 -0.3226
H 0.6119 7.1662 -1.7386
H 1.8529 8.1662 -1.9776
H 3.4309 6.3432 -1.7896
H 2.3269 5.6122 -2.3916
C -1.5571 3.2032 -1.5666
C -0.4821 2.2542 -2.0986
O 0.1619 2.8452 -3.1636
C 1.3219 2.1352 -3.5556
O 1.6939 1.0022 -3.2356
C 2.1349 2.9532 -4.5446
F 1.9889 2.6092 -5.7926
F 1.6109 4.2052 -4.5486
F 3.4569 3.1612 -4.2586
H -0.9121 4.1242 -1.2316
H -2.1331 2.7032 -0.6626
H -2.3261 3.4382 -2.2586
H -1.0451 1.2002 -2.3676
H 0.1879 1.9062 -1.3786

Atomic forces in eV per Å
5.622 7.593 -4.189
-1.206 -2.284 1.640
-1.475 3.581 0.548
2.424 -1.679 0.991
2.764 -2.594 4.579
0.396 -0.220 -3.990
-0.438 2.507 2.449
0.022 4.460 -3.294
-3.313 3.155 0.233
-5.086 6.794 9.609
-7.203 -6.106 4.867
0.377 1.156 -0.193
1.202 -2.873 -0.169
1.429 0.372 -0.280
-0.284 0.494 -1.399
0.627 0.238 -1.674
-0.164 -1.628 0.665
-1.631 4.892 -2.903
-0.467 -2.400 -0.801
-2.423 0.245 1.933
-0.653 0.498 0.825
0.656 -2.686 -0.120
0.009 -0.109 -0.044
0.259 -0.540 -0.672
2.820 -5.094 4.903
-1.401 -1.211 -0.929
2.104 0.248 -1.927
2.269 -0.029 1.471
0.151 -7.127 -10.340
2.457 0.787 -1.845
-7.417 -5.122 7.593
0.611 1.698 2.219
-0.017 3.282 2.304
-0.194 -0.171 0.028
0.639 2.000 -8.147
-0.023 0.059 -1.407
-2.195 -3.231 3.246
-1.987 -3.691 2.283
-4.112 -5.845 1.414
0.130 -0.074 -1.319
-0.369 0.338 0.067
6.193 6.482 -8.483
-0.212 -0.258 -0.139
1.833 -3.134 -1.292
-0.471 -0.477 -0.684
0.638 -1.748 -0.298
0.056 -0.261 -0.389
-0.867 -2.774 -0.059
-1.487 1.032 8.964
1.069 -2.976 -0.445
-0.147 0.875 1.325
1.147 4.161 -3.864
2.401 0.838 0.039
0.122 0.753 -1.182
0.540 1.347 0.003
5.491 5.070 -3.224
-1.258 1.625 0.427
-0.499 0.057 -0.193
0.661 0.238 0.204
-0.061 0.310 0.671
-0.678 -2.844 -5.234
-0.344 0.620 1.609
0.259 2.948 -0.393
2.852 -1.063 1.977
-2.197 -0.240 2.264
-2.164 -3.104 -1.750
-1.670 0.753 1.096
0.343 -2.117 1.994
3.465 0.824 -1.385
-3.612 0.140 0.419
-2.137 1.721 -1.188
0.911 -0.430 1.055
1.441 -1.601 -0.744
-0.587 0.520 0.693
-0.212 -0.210 0.795
0.726 0.514 1.740
1.362 2.489 -2.061
4.133 1.138 0.890
-2.003 -0.704 -1.630
1.648 0.034 3.004
-4.634 -3.398 0.169
3.936 -1.498 -2.086
-0.920 -1.779 1.288
-1.379 2.909 -0.346
0.217 3.821 -0.218
0.431 -1.834 -0.872
0.059 0.445 0.616
-1.235 -1.337 0.086
-1.872 -1.260 -0.371
1.656 0.993 -1.597
-0.314 0.474 -0.960
1.363 2.381 0.042
1.096 -0.149 1.489

Its spin multiplicity is 1. As for the gap between HOMO and LUMO: 6.64 eV. The energy relative to the best compared isomer or geometry (same formula, charge and spin) comes out at 3.709 eV. The HOMO energy is -8.78 eV. Its net charge is +1.

For reference, the Löwdin charges in units of e are:
1 C -0.059
2 C -0.208
3 C -0.186
4 N -0.216
5 C -0.046
6 C -0.152
7 C -0.168
8 C -0.173
9 C -0.173
10 C 0.086
11 H -0.057
12 H 0.096
13 H 0.150
14 H 0.099
15 H 0.132
16 H 0.140
17 H 0.143
18 H 0.052
19 H 0.109
20 H 0.181
21 H 0.114
22 H 0.167
23 H 0.113
24 H 0.140
25 H 0.037
26 H 0.120
27 H 0.166
28 H 0.078
29 H -0.033
30 H 0.181
31 C -0.018
32 C -0.148
33 C -0.165
34 N -0.237
35 C -0.077
36 C -0.096
37 C -0.161
38 C -0.153
39 C -0.154
40 C 0.059
41 H 0.091
42 H -0.086
43 H 0.085
44 H 0.184
45 H 0.082
46 H 0.104
47 H 0.113
48 H 0.176
49 H 0.018
50 H 0.179
51 H 0.086
52 H 0.040
53 H 0.162
54 H 0.108
55 H 0.132
56 H 0.041
57 H 0.182
58 H 0.081
59 H 0.114
60 H 0.125
61 C -0.244
62 O -0.440
63 H 0.013
64 H 0.005
65 H -0.003
66 C -0.014
67 C -0.192
68 O 0.026
69 C -0.324
70 O 0.125
71 C -0.508
72 F 0.225
73 F 0.106
74 F 0.134
75 H 0.083
76 H 0.116
77 H 0.034
78 H 0.090
79 H 0.104
80 C -0.055
81 C -0.305
82 O 0.018
83 C -0.259
84 O 0.132
85 C -0.533
86 F 0.208
87 F 0.119
88 F 0.147
89 H 0.110
90 H 0.113
91 H 0.047
92 H 0.160
93 H 0.059



Computed calculated total energy, in the same sequence as the records: -33724.6207 -154481.3105 -25366.2564 -91904.2993 -15948.5545 -58360.2517 eV.
Computed M, in the same sequence as the records: 367.40 477.51 189.26 224.51 88.14 599.72 g mol⁻¹.